1.
{"formula": "C4H6InO3", "method": "ωB97M-V/def2-TZVPD", "species": ["In", "C", "C", "C", "O", "C", "O", "O", "H", "H", "H", "H", "H", "H"], "coordinates": [[-2.99365, -2.63226, 3.72805], [1.65883, 1.02357, -0.58330], [0.13020, 0.69580, -0.45952], [-0.16040, -0.64666, -0.96835], [-1.15083, -1.05732, -0.09552], [-1.17694, -0.31970, 1.01770], [-1.88005, -0.62782, 1.97323], [-0.26735, 0.64000, 0.92025], [2.01602, 1.29338, -1.57714], [2.21363, 0.24162, -0.06479], [1.85844, 1.93531, -0.02028], [-0.41145, 1.49881, -0.95940], [0.61295, -1.41096, -0.89168], [-0.44942, -0.63375, -2.01926]], "forces_ev_per_angstrom": [[-0.2, 0.0, 0.1], [1.4, 1.3, 0.2], [2.6, -2.0, 1.6], [-2.1, 2.3, 2.0], [-0.2, -1.9, -1.4], [-1.8, -1.3, 3.2], [1.8, 0.9, -1.6], [-1.2, 1.4, -1.4], [-0.2, -0.6, -0.3], [0.0, -0.5, -0.5], [-0.7, 0.5, 0.3], [-0.1, 1.5, -0.5], [1.2, -1.0, -0.6], [-0.5, -0.6, -1.2]], "e_above_lowest_kj_mol": 203.61, "total_energy_ev": -15519.658, "charge": 3, "e_lumo_ev": -20.52, "e_homo_ha": -0.85746, "gap_ha": 0.1035}

2.
{"formula": "C16H17ClN5O2PTeW", "method": "ωB97M-V/def2-TZVPD", "species": ["W", "O", "C", "O", "C", "P", "C", "C", "C", "C", "C", "C", "C", "C", "C", "C", "C", "C", "H", "H", "H", "H", "H", "H", "H", "H", "H", "H", "H", "H", "Te", "Cl", "C", "H", "H", "N", "N", "N", "C", "N", "N", "H", "H", "H"], "coordinates": [[-1.79435, -0.77319, 0.10274], [-0.53912, -0.26655, 3.94495], [-0.41388, -0.62402, 2.80175], [-1.41459, -1.09090, 2.06930], [0.93385, -0.59772, 2.08154], [0.66586, -0.54981, 0.26686], [1.42082, 1.01446, -0.30464], [1.76139, 1.22967, -1.63970], [2.18202, 2.47710, -2.07551], [2.25133, 3.54367, -1.19138], [1.87369, 3.35544, 0.13001], [1.45436, 2.10749, 0.56506], [1.64819, -1.97226, -0.31311], [2.64005, -1.95306, -1.28538], [3.23940, -3.13311, -1.70724], [2.85366, -4.34701, -1.16240], [1.87270, -4.37459, -0.18116], [1.27389, -3.19943, 0.23639], [1.49332, -1.49637, 2.34492], [1.50575, 0.24955, 2.45120], [1.63838, 0.44139, -2.37165], [2.44013, 2.61273, -3.11763], [2.58045, 4.51540, -1.53425], [1.90064, 4.18126, 0.82849], [1.14468, 2.00341, 1.59617], [2.99068, -1.02214, -1.70556], [4.01236, -3.09127, -2.46292], [3.31583, -5.26543, -1.49902], [1.56308, -5.31437, 0.25655], [0.48952, -3.24553, 0.98474], [-1.61508, -0.63085, -2.37346], [-2.40244, -3.25881, 0.24879], [-3.59080, -1.83171, 0.64969], [-3.87105, -1.96815, 1.68962], [-4.42064, -1.93752, -0.04249], [-5.17450, 3.06671, 0.26432], [-3.85170, 2.65876, 0.25768], [-2.91664, 3.33543, -0.40033], [-1.87805, 2.52947, -0.25814], [-2.18479, 1.43409, 0.45283], [-3.46823, 1.54205, 0.76588], [-5.15818, 4.07005, 0.11527], [-5.55225, 2.84569, 1.18012], [-0.89969, 2.72998, -0.65890]], "forces_ev_per_angstrom": [[0.5, -0.5, -0.7], [0.1, 0.0, 0.0], [-0.2, -0.2, -0.1], [0.1, 0.4, 0.3], [0.1, 0.2, 0.0], [-0.4, 0.1, 0.2], [0.0, 0.1, 0.1], [-0.2, 0.0, -0.1], [0.0, 0.0, 0.0], [0.0, 0.0, 0.0], [0.0, 0.0, -0.1], [0.1, -0.1, 0.1], [0.0, 0.0, -0.2], [0.2, 0.1, 0.1], [0.0, 0.0, 0.0], [0.0, 0.0, -0.1], [0.0, 0.0, 0.0], [-0.1, -0.1, 0.0], [-0.1, 0.0, 0.0], [0.1, -0.1, 0.0], [0.0, 0.0, 0.1], [0.0, 0.0, 0.0], [0.0, 0.0, 0.0], [0.0, 0.0, 0.0], [0.0, 0.0, 0.0], [-0.1, 0.0, 0.0], [0.0, 0.0, 0.0], [0.0, 0.0, 0.0], [0.0, 0.0, 0.0], [0.0, 0.0, 0.0], [0.0, 0.1, 0.1], [-0.2, 0.2, 0.1], [0.3, 0.1, 0.1], [0.0, -0.1, 0.0], [0.0, -0.1, 0.0], [0.1, 0.0, 0.1], [0.5, 0.1, -0.2], [-0.1, -0.2, 0.2], [0.2, 0.1, 0.1], [-0.5, -0.5, -0.2], [-0.5, 0.3, 0.1], [-0.1, 0.0, 0.0], [0.0, 0.0, 0.0], [0.0, 0.0, -0.1]], "e_above_lowest_kj_mol": 0.00, "total_energy_ev": -59341.147, "e_lumo_ev": [-0.33, -0.33], "e_homo_ha": [-0.25891, -0.25895], "gap_ha": [0.2469, 0.2469]}

3.
{"formula": "C32H48ClN2O6PY", "method": "ωB97M-V/def2-TZVPD", "species": ["Y", "Cl", "P", "C", "H", "H", "C", "C", "C", "H", "C", "H", "H", "C", "H", "H", "C", "H", "H", "C", "H", "H", "H", "H", "C", "C", "H", "C", "H", "H", "C", "H", "H", "C", "H", "H", "C", "H", "H", "H", "H", "C", "H", "C", "H", "H", "C", "H", "H", "C", "H", "H", "C", "H", "H", "H", "H", "C", "C", "H", "C", "H", "C", "H", "H", "C", "H", "H", "C", "H", "H", "H", "H", "O", "C", "O", "C", "C", "C", "C", "C", "C", "N", "O", "O", "N", "O", "O", "H", "H", "H"], "coordinates": [[-0.54113, 0.54006, 1.28266], [-2.82702, 0.92128, 0.26309], [0.05928, 0.44936, -2.19996], [-0.78059, 1.75715, 3.00446], [0.01763, 1.99198, 3.74600], [-1.68585, 1.69349, 3.65194], [1.46400, -0.48998, -3.02262], [0.15331, 2.20997, -2.86034], [2.80211, 0.11514, -2.60189], [1.36538, -1.47750, -2.53598], [3.95940, -0.82673, -2.98296], [2.95675, 1.08600, -3.09990], [2.83379, 0.30146, -1.51774], [3.95045, -1.17169, -4.47188], [4.90734, -0.35501, -2.69622], [3.85754, -1.74303, -2.38428], [2.58318, -1.64289, -4.96712], [4.25909, -0.28891, -5.04413], [4.69316, -1.94952, -4.66836], [1.43145, -0.71415, -4.53506], [2.58328, -1.72246, -6.06185], [2.37696, -2.64726, -4.57142], [1.54250, 0.24372, -5.06164], [0.47303, -1.14349, -4.86131], [-1.51948, -0.25085, -2.96136], [0.72415, 2.41599, -4.25294], [-0.90714, 2.51692, -2.85828], [0.60412, 3.89857, -4.66156], [1.78721, 2.13558, -4.26641], [0.20946, 1.80051, -5.00561], [1.27352, 4.83394, -3.65775], [1.04460, 4.03201, -5.65796], [-0.46399, 4.14561, -4.74406], [0.84831, 4.56160, -2.20908], [2.36242, 4.72571, -3.73439], [1.04058, 5.87126, -3.91712], [0.90519, 3.07023, -1.83423], [1.48084, 5.13078, -1.51696], [-0.18257, 4.91573, -2.06630], [1.95640, 2.74574, -1.76422], [0.47924, 2.92360, -0.83054], [-1.52057, -1.77462, -2.89012], [-2.25676, 0.13827, -2.23408], [-2.89695, -2.34456, -3.29108], [-0.75946, -2.18805, -3.56875], [-1.26605, -2.11730, -1.87662], [-3.38833, -1.81744, -4.64278], [-2.84123, -3.44045, -3.31453], [-3.62131, -2.07369, -2.50889], [-3.26555, -0.29660, -4.78269], [-2.81936, -2.30166, -5.44681], [-4.43485, -2.10736, -4.78385], [-1.89114, 0.24681, -4.35868], [-3.46507, 0.00023, -5.81952], [-4.02834, 0.18732, -4.15687], [-1.13603, -0.08727, -5.08782], [-1.91137, 1.34609, -4.40221], [0.50371, -1.88843, 1.92219], [-0.19328, -1.09830, 2.68500], [1.44348, -1.67717, 1.50014], [-1.76306, -1.33292, 2.97920], [0.14492, -0.17838, 3.50722], [-1.81716, -2.83694, 3.35240], [-2.05140, -0.65988, 3.81024], [-2.50452, -1.07833, 2.16482], [-1.36576, -3.70423, 2.16793], [-1.12056, -2.96654, 4.18878], [-2.79160, -3.16075, 3.72991], [0.02462, -3.28423, 1.56035], [-1.36151, -4.77962, 2.44104], [-2.13341, -3.59378, 1.38043], [0.76162, -4.10826, 1.75122], [-0.05787, -3.34184, 0.45365], [3.43886, 0.42159, 0.59474], [2.62453, 0.92350, 1.31682], [1.44303, 1.38856, 0.95666], [2.88653, 1.01690, 2.81039], [2.74484, 2.18883, 3.56634], [2.82440, 2.13747, 4.97820], [3.03942, 0.91316, 5.63647], [3.15815, -0.24874, 4.86088], [3.22174, -0.17497, 3.45360], [2.90250, -1.54019, 5.44052], [2.88768, -1.67261, 6.67782], [2.67749, -2.48029, 4.63996], [2.45786, 3.29632, 5.74300], [2.15100, 4.33334, 5.11383], [2.44700, 3.22458, 6.99085], [2.51809, 3.13345, 3.08348], [3.02963, 0.85506, 6.72508], [3.44791, -1.06698, 2.87860]], "forces_ev_per_angstrom": [[-0.5, 3.1, -1.1], [-0.7, -0.2, -0.5], [-0.1, -0.2, -0.3], [-0.1, 0.9, 1.7], [0.0, 0.3, -0.4], [0.0, 0.1, -0.4], [-0.6, 0.2, 0.1], [-0.2, -0.6, 0.5], [0.4, -0.1, 0.2], [0.2, 0.1, -0.1], [-0.3, 0.2, 0.2], [-0.1, -0.3, 0.1], [-0.1, 0.0, -0.3], [0.1, 0.0, 0.0], [-0.1, -0.2, -0.1], [0.1, 0.1, -0.1], [-0.3, 0.0, 0.1], [0.0, 0.0, 0.0], [0.0, 0.0, -0.1], [0.2, -0.1, -0.3], [0.1, -0.1, 0.1], [0.1, 0.1, 0.0], [0.0, -0.3, 0.1], [0.4, 0.1, 0.1], [0.5, 0.7, 0.3], [0.0, 0.5, -0.5], [0.2, 0.1, 0.0], [-0.1, -0.3, 0.0], [-0.3, 0.1, 0.0], [0.2, 0.2, 0.3], [0.1, 0.0, 0.1], [-0.1, 0.1, 0.1], [0.1, 0.0, 0.0], [-0.1, -0.2, 0.0], [0.0, 0.0, 0.0], [0.1, 0.0, 0.0], [0.0, 0.3, 0.1], [-0.1, 0.0, -0.1], [0.1, 0.0, 0.0], [-0.2, 0.0, 0.0], [0.2, 0.1, -0.3], [-0.3, -0.3, -0.2], [0.0, -0.2, -0.3], [0.1, 0.2, 0.3], [-0.1, 0.1, 0.1], [0.0, 0.1, -0.1], [0.1, 0.0, 0.0], [-0.1, 0.1, 0.0], [0.1, 0.0, -0.1], [0.0, 0.2, 0.2], [0.0, 0.0, 0.0], [0.1, 0.0, -0.1], [-0.1, -0.3, -0.3], [-0.1, 0.0, 0.1], [0.1, -0.1, -0.1], [-0.2, 0.1, 0.1], [0.0, -0.3, 0.1], [-0.3, -3.4, -0.1], [-1.7, -0.1, 4.0], [1.6, 0.5, 0.1], [1.0, -0.7, 0.4], [-0.7, -0.6, -2.9], [0.3, 0.2, 0.1], [0.3, -0.5, -0.4], [1.0, -0.3, 0.3], [0.0, 0.2, -0.4], [0.0, -0.1, 0.0], [-0.1, 0.1, -0.3], [-0.8, -0.9, -1.0], [0.1, 0.6, -0.1], [0.3, -0.1, 0.2], [-0.2, 1.1, 0.3], [-0.1, 0.1, 0.4], [1.3, -0.8, -0.8], [-2.4, 1.7, 0.2], [2.3, -0.8, 0.6], [0.7, 0.0, 0.7], [-0.4, -0.2, 0.5], [0.3, -1.7, -1.3], [-0.4, 0.0, 0.0], [-0.3, 1.6, -0.9], [-0.4, 0.1, 0.5], [0.1, -2.5, 0.7], [0.0, 0.4, -1.9], [0.4, 1.6, 1.6], [-0.5, 2.6, 1.1], [0.7, -2.0, 1.2], [0.1, -0.1, -2.2], [-0.2, -0.2, 0.1], [-0.2, 0.0, -0.4], [-0.3, 0.1, 0.1]], "total_energy_ev": -72077.737, "charge": -1, "e_lumo_ev": [1.05, 0.99], "e_homo_ha": [-0.09508, -0.08121], "gap_ha": [0.1339, 0.1178]}

4.
{"formula": "C3H8BO4P", "method": "ωB97M-V/def2-TZVPD", "species": ["B", "C", "C", "C", "O", "O", "O", "O", "P", "H", "H", "H", "H", "H", "H", "H", "H"], "coordinates": [[-0.45704, 0.79685, -0.50321], [-1.38109, 0.93554, -1.78650], [0.72479, 1.86588, -0.48431], [-0.69480, -0.37308, 0.28773], [1.97255, -1.97787, 3.22794], [-0.33801, -2.84371, 2.37407], [1.44860, -2.39879, 0.68750], [0.39253, -0.39508, 2.02203], [0.84677, -1.90833, 2.20156], [-2.28023, 0.30123, -1.97671], [-0.95961, 0.76376, -2.76050], [-1.82163, 1.87188, -2.12077], [0.57007, 2.94764, -0.28090], [1.10576, 2.07304, -1.47388], [1.49757, 1.63955, 0.13199], [-1.31562, -1.25032, 0.31567], [0.68937, -2.04821, 0.13829]], "forces_ev_per_angstrom": [[-0.2, 1.5, -2.0], [-2.4, 0.1, -1.7], [-1.6, 1.7, -1.2], [0.3, -1.4, 1.2], [-0.3, -0.3, -0.9], [0.0, 0.1, 0.1], [-0.9, 1.1, -0.4], [0.6, -0.8, 0.2], [-0.1, 0.3, 1.4], [0.4, -0.2, 1.1], [1.6, -0.6, -0.5], [-0.1, 1.3, 0.7], [-1.0, -0.4, 0.6], [0.4, -0.7, -0.9], [2.4, -1.1, 1.9], [-0.2, -0.1, 0.0], [1.3, -0.7, 0.5]], "total_energy_ev": -21393.371, "s_squared": 2.008, "charge": -2, "e_lumo_ev": [5.57, 5.41], "multiplicity": 3, "e_homo_ha": [0.07360, 0.00443], "gap_ha": [0.1310, 0.1943]}

5.
{"formula": "C11H8NPdSe3Te", "method": "ωB97M-V/def2-TZVPD", "species": ["Pd", "C", "C", "C", "C", "N", "C", "C", "C", "C", "C", "C", "C", "H", "H", "H", "H", "H", "H", "H", "H", "Se", "Se", "Te", "Se"], "coordinates": [[-1.41840, -1.34299, 0.00003], [2.94367, -2.00347, -0.00001], [3.42904, -0.70675, -0.00001], [2.53917, 0.34846, 0.00000], [1.16731, 0.09838, 0.00001], [0.71162, -1.16414, 0.00002], [1.57450, -2.18471, 0.00001], [0.12200, 1.14529, 0.00001], [0.46084, 2.50074, 0.00001], [-0.52830, 3.46830, 0.00001], [-1.85751, 3.05659, -0.00001], [-2.18024, 1.70528, -0.00002], [-1.20845, 0.70107, 0.00000], [3.59865, -2.86373, -0.00002], [4.49618, -0.51690, -0.00002], [2.90064, 1.36647, 0.00000], [1.12958, -3.16988, 0.00002], [1.49808, 2.81638, 0.00002], [-0.26914, 4.52000, 0.00001], [-2.64882, 3.79844, -0.00002], [-3.22942, 1.43280, -0.00003], [-3.74554, -1.09371, 0.00001], [-5.07439, -2.90407, 0.00000], [-3.19011, -5.26445, -0.00002], [-1.22098, -3.74343, 0.00002]], "forces_ev_per_angstrom": [[0.4, 0.5, 0.0], [-0.1, -0.1, 0.0], [0.1, 0.1, 0.0], [0.1, 0.0, 0.0], [-0.1, 0.3, 0.0], [-0.1, -0.2, 0.0], [0.0, 0.2, 0.0], [0.5, -0.2, 0.0], [-0.1, 0.1, 0.0], [0.0, -0.2, 0.0], [0.0, 0.0, 0.0], [0.0, 0.1, 0.0], [-0.3, 0.0, 0.0], [0.0, 0.0, 0.0], [0.0, 0.0, 0.0], [0.0, 0.0, 0.0], [0.1, -0.1, 0.0], [0.0, 0.0, 0.0], [0.0, 0.0, 0.0], [0.0, 0.0, 0.0], [0.0, 0.0, 0.0], [-0.5, 0.3, 0.0], [0.1, -0.1, 0.0], [-0.1, 0.0, 0.0], [0.1, -0.6, 0.0]], "total_energy_ev": -219841.584, "s_squared": 2.017, "charge": -1, "e_lumo_ev": [2.67, 1.79], "multiplicity": 3, "e_homo_ha": [-0.11310, -0.11705], "gap_ha": [0.2113, 0.1828]}